Entry 1:
Below is the ion C23H32F2N3O2Si with charge +1 at a distorted geometry, with properties calculated with wB97M-V/def2-TZVPD.

Structure (XYZ):
```
63
Properties=species:S:1:pos:R:3
H 1.759 0.908 4.118
H 3.839 -1.051 -2.572
H 5.155 -1.794 -1.447
H 2.486 -1.365 0.250
C -5.494 -1.321 0.752
H 4.188 1.629 5.621
F -2.787 1.188 -0.204
H -3.968 2.047 1.954
H 7.117 0.703 -0.566
C 4.361 0.878 1.101
C -4.564 1.041 1.919
H -0.442 0.224 -1.785
C 0.751 -1.696 -2.158
H 3.798 2.250 -2.680
C 4.166 1.417 4.450
H 6.556 1.785 4.286
H 3.276 2.967 -0.999
C 2.968 0.775 1.974
H -0.094 -2.383 -2.631
C -2.154 -1.779 -0.177
H 1.264 -1.160 -3.091
C 2.823 1.017 3.592
H -5.680 1.159 4.084
C -5.543 0.513 3.107
C -3.086 -0.898 -1.193
H -3.874 -1.657 -1.670
N -6.362 -1.871 1.828
H -6.181 0.225 -2.716
C 0.144 -0.567 -1.139
C 3.019 -1.975 -0.595
H 6.412 2.363 -1.309
C 4.157 -1.143 -1.437
C -4.589 -0.001 0.668
H -6.979 -1.205 3.883
H 1.080 0.026 -0.694
Si 4.496 0.644 -0.806
H 6.797 1.351 1.512
H 0.000 -2.012 0.623
H -0.775 -0.263 0.934
H -2.662 -2.005 0.878
O -6.803 2.658 -3.364
F -7.287 3.042 -1.018
H -1.982 -2.850 -0.667
H -5.474 -2.001 -0.232
C -0.678 -1.152 0.150
H 3.603 -2.855 -0.038
H 2.412 -3.233 -2.430
H -2.473 -0.485 -2.131
C 5.731 1.252 1.985
O -4.049 2.108 -2.206
H 2.272 1.501 -1.823
N -6.114 0.779 -1.833
H 1.985 0.505 1.366
C 3.334 1.968 -1.637
C 6.314 1.180 -1.299
C -6.312 -0.884 2.943
H 6.492 0.707 -2.375
C -6.728 2.168 -2.096
H 1.311 -3.550 -0.933
C -4.653 1.069 -1.566
N -3.766 0.302 -0.577
C 1.870 -2.700 -1.510
C 5.613 1.504 3.625
```

Calculated values
HOMO energy (eV): -10.170
Charge: +1
E (Ha): -1698.4759
Kohn-Sham gap (eV): 4.715

Entry 2:
Below is a structure of composition C23H32F30N7O21S10 at a distorted geometry, with properties calculated with wB97M-V/def2-TZVPD.

Structure (XYZ):
```
123
Properties=species:S:1:pos:R:3
H -14.317 -11.410 -7.539
O -20.646 -2.436 -15.236
F -2.953 -16.923 -7.095
H -16.407 -9.220 -8.294
F -4.918 -13.214 -12.536
H -12.740 -12.504 -8.460
F -1.114 -16.915 -8.372
H -18.640 -10.048 -8.543
H -27.348 -9.313 -19.664
O -24.798 -13.923 -0.576
F -24.124 -17.049 -5.207
H -14.157 -9.904 -10.989
C -16.536 -10.272 -8.546
F -12.478 -18.064 2.974
C -13.602 -13.944 -18.915
F -21.992 -12.942 0.243
C -17.913 -10.516 -9.206
O -20.542 -1.433 -12.619
F -18.153 -0.953 -10.495
F -19.681 -4.912 -16.458
N -18.388 -2.055 -14.291
C -26.354 -8.967 -16.076
C -28.084 -9.953 -19.178
F -3.653 -13.014 -10.779
H -28.534 -8.475 -17.652
F -10.616 -11.859 -22.113
O -4.588 -16.032 -9.509
H -15.139 -8.782 -10.053
O -11.536 -17.574 -2.180
C -12.008 -15.118 -1.140
C -12.867 -11.579 -9.022
H -10.759 -11.403 -9.067
N -13.639 -17.290 -0.455
H -15.466 -13.024 -9.286
H -12.978 -11.840 -10.074
F -12.410 -14.245 -18.464
H -29.689 -8.823 -20.168
F -14.057 -16.753 2.130
N -27.481 -11.348 -19.267
F -10.970 -14.742 -1.847
O -26.790 -9.657 -17.305
H -27.985 -12.144 -18.902
O -2.846 -15.674 -13.398
H -13.949 -9.871 -8.154
C -18.683 -4.077 -15.988
H -29.356 -10.261 -21.048
H -26.625 -11.391 -18.734
F -11.455 -9.790 -22.382
S -12.702 -16.820 -1.839
O -3.323 -18.061 -10.033
O -13.596 -16.456 -2.972
C -24.950 -16.007 -4.908
N -23.579 -15.009 -2.914
O -13.379 -19.682 -0.061
O -26.023 -14.269 -3.035
C -13.500 -17.910 2.081
C -22.049 -13.857 -0.736
O -10.895 -11.947 -19.119
H -25.283 -9.158 -16.008
F -12.948 -14.159 -1.245
O -11.380 -18.276 0.439
S -19.122 -1.156 -12.960
F -14.544 -14.440 -18.159
C -11.641 -10.784 -8.900
O -4.847 -15.942 -12.168
H -16.436 -10.904 -7.663
H -17.327 -12.034 -11.487
F -21.223 -13.511 -1.679
N -13.061 -11.462 -20.414
N -2.468 -15.721 -10.760
F -9.691 -9.986 -21.324
F -18.276 -3.264 -17.033
H -11.671 -10.287 -7.931
S -11.697 -10.943 -19.841
H -17.921 -9.877 -10.089
F -24.560 -14.906 -5.534
C -15.657 -12.231 -10.010
F -16.901 -2.410 -11.882
F -14.328 -18.868 2.410
C -29.414 -9.869 -20.033
H -19.162 -12.142 -9.930
S -23.764 -13.714 -1.624
O -18.842 0.279 -12.952
C -10.788 -10.654 -21.537
S -12.853 -18.354 0.288
O -25.439 -16.637 -2.266
F -11.532 -15.305 0.124
H -28.773 -10.115 -17.049
S -13.924 -12.020 -18.999
O -23.849 -12.388 -2.185
C -2.311 -16.282 -8.201
O -13.467 -11.619 -17.700
O -15.377 -11.860 -19.190
O -19.825 -4.115 -13.575
C -18.167 -11.990 -9.512
H -26.871 -9.369 -15.205
S -3.473 -15.420 -12.140
H -26.399 -7.878 -16.104
H -27.249 -11.492 -20.240
O -11.790 -9.659 -19.271
F -2.760 -12.828 -12.722
H -17.286 -13.498 -10.824
H -11.562 -9.960 -9.610
C -18.088 -1.914 -11.473
H -14.925 -12.481 -10.779
H -30.210 -10.448 -19.566
H -15.903 -9.859 -11.276
C -14.114 -10.898 -8.480
C -17.097 -12.470 -10.515
F -17.664 -4.814 -15.396
C -15.129 -9.769 -10.514
H -18.140 -12.407 -8.506
S -25.084 -15.454 -3.081
S -3.288 -16.607 -9.789
F -18.853 -2.927 -11.025
F -13.765 -14.332 -20.226
C -28.151 -9.495 -17.694
C -3.694 -13.456 -11.994
F -2.117 -15.001 -7.899
N -15.381 -10.835 -9.396
S -19.487 -3.089 -14.587
F -26.229 -16.205 -5.268
F -21.785 -15.072 -0.331
```

Calculated values
HOMO energy (eV): -4.551
ΔE to the lowest compared entry with this formula, charge and spin (kJ/mol): 69.1
Charge: -3
E (Ha): -9836.4230
Kohn-Sham gap (eV): 4.278

Entry 3:
Below is a structure of composition C23H32I2N6O2Ru at a distorted geometry, with properties calculated with wB97M-V/def2-TZVPD.

Structure (XYZ):
```
66
Properties=species:S:1:pos:R:3
H 1.965 0.041 -2.765
H -2.612 0.336 -2.052
H -1.537 2.844 1.115
H -3.265 4.998 -1.231
H 0.972 -3.429 2.129
C 0.985 2.898 1.196
H -2.256 1.143 3.263
H -1.010 0.763 5.614
C 2.927 -4.246 2.570
C -0.656 0.414 4.657
C 1.921 -1.971 -0.014
N -3.868 1.937 -1.671
N 1.209 -1.124 0.840
H 3.249 -1.927 -3.141
H -0.717 1.884 -2.293
H 2.571 -4.740 3.473
C 3.234 -3.629 -1.831
Ru -0.259 0.098 0.212
H 1.149 0.359 -1.236
I -0.816 -0.995 -4.076
H 4.174 0.469 -1.743
C 0.490 -0.475 2.965
N -2.044 3.453 -1.958
H -2.816 2.220 -3.466
H 1.228 -0.635 5.075
H 3.434 -3.322 2.857
H 3.755 -4.275 -2.525
I -1.446 -2.364 -0.805
H 3.032 -5.153 -0.349
C -1.119 2.462 -1.460
H -0.083 -3.296 -2.924
H -3.487 0.244 -0.502
C 1.415 -1.111 2.146
C -2.572 4.249 -0.854
H 1.315 -4.955 1.351
H -1.850 -3.327 -3.267
C 0.482 -0.280 4.383
N -1.782 1.510 -0.496
H 3.106 1.863 -1.531
C -1.316 0.629 3.400
H 1.887 3.333 1.672
H -0.305 2.957 -0.933
C 3.268 0.823 -1.250
H -2.918 1.680 1.277
H 3.668 -4.890 2.101
O -0.055 3.563 1.203
O 1.176 1.738 0.700
H -3.867 3.571 -2.994
C 2.842 -4.116 -0.598
C 2.084 -0.042 -1.685
N -3.273 3.319 0.044
N -0.652 0.092 2.394
C 2.192 -3.320 0.337
C 2.942 -2.315 -2.177
C -1.015 -2.745 -2.898
H -5.132 3.470 -0.965
H -4.976 2.067 0.120
C 1.751 -3.990 1.615
C -4.451 2.713 -0.582
C -2.374 2.339 0.600
C -3.175 2.814 -2.627
H 3.420 0.778 -0.173
H 2.306 -1.558 2.571
C -2.968 0.907 -1.194
H -1.756 4.733 -0.315
C 2.279 -1.483 -1.297
```

Calculated values
Multiplicity: 5
HOMO energy (alpha / beta) (eV): -13.459 / -13.296
ΔE to the lowest compared entry with this formula, charge and spin (kJ/mol): 137.1
Charge: +2
E (Ha): -2064.2371
Kohn-Sham gap (alpha / beta) (eV): 5.658 / 3.634

Entry 4:
Below is a structure of composition C23H32InN4O3Te, with properties calculated with wB97M-V/def2-TZVPD.

Structure (XYZ):
```
64
Properties=species:S:1:pos:R:3
H 0.889 -1.506 2.062
H 3.218 1.239 -1.984
H -2.334 -3.596 -1.123
C 0.637 -3.391 -0.714
O 0.943 2.140 -2.925
C -3.882 -2.160 2.941
C 4.405 3.677 2.682
C -3.042 -1.325 2.020
H 1.509 1.058 -5.138
H -0.856 4.171 0.706
C -2.877 0.324 0.242
C -1.653 -1.312 2.123
C 3.295 3.134 1.831
H 3.796 0.154 -0.724
H -0.472 4.206 2.412
N -0.144 0.307 -2.302
N -1.676 -2.885 -0.807
H 4.546 4.741 2.485
C 2.540 1.720 -0.006
Te -0.482 1.720 -0.893
H -4.318 -1.529 3.717
H 3.222 -2.998 -0.672
H 5.346 3.169 2.482
H -3.215 1.170 -1.740
H 1.707 -0.483 -4.288
N -0.595 -3.487 -0.156
H -0.754 -4.138 0.600
C 1.981 3.540 2.043
H -4.712 -0.502 0.963
In -0.896 -1.642 -2.667
C -3.603 1.233 -0.720
N -4.380 -1.383 -3.607
H 1.185 -0.609 0.571
C 0.938 3.079 1.256
C -0.462 3.569 1.530
O 0.855 -2.713 -1.728
C 1.012 0.333 -4.501
O 1.534 -4.068 -0.063
C 3.545 2.226 0.812
H 2.941 -4.543 -1.527
C 2.899 -4.030 -0.571
C 1.240 2.165 0.232
C -3.632 -0.512 1.057
H -2.155 -2.263 -0.149
C -0.847 -0.509 1.314
H 1.014 0.248 2.091
C -1.474 0.316 0.365
H -3.531 2.278 -0.409
H 4.172 3.570 3.741
H -4.661 0.981 -0.756
H -4.707 -2.634 2.410
H 0.150 -0.075 -5.032
H 4.562 1.890 0.644
C -3.444 -1.401 -2.935
H 1.762 4.242 2.839
C 2.933 0.726 -1.064
H -5.209 -1.379 -4.176
H -3.293 -2.932 3.435
C 0.605 0.993 -3.218
H 2.136 0.023 -1.300
H 3.484 -4.552 0.176
C 0.640 -0.599 1.514
H -1.176 -1.936 2.871
H -1.160 2.749 1.730
```

Calculated values
Multiplicity: 2
HOMO energy (alpha / beta) (eV): -13.946 / -13.969
ΔE to the lowest compared entry with this formula, charge and spin (kJ/mol): 0.0
Charge: +2
E (Ha): -1797.9543
Kohn-Sham gap (alpha / beta) (eV): 8.594 / 6.355

Entry 5:
Below is a structure of composition C23H32N2O2 at a distorted geometry, with properties calculated with wB97M-V/def2-TZVPD.

Structure (XYZ):
```
59
Properties=species:S:1:pos:R:3
C -2.280 -1.867 -2.843
C -0.593 0.879 -1.682
H -1.969 -1.620 2.377
H 4.039 -1.977 3.387
H 2.617 -3.499 -0.068
C -2.043 0.432 0.821
H -2.214 -2.560 -0.611
H -0.622 -0.349 -3.970
H 0.773 -2.359 -1.434
H 0.085 3.283 -1.980
C 2.275 2.428 -0.871
H -0.024 -3.451 -2.298
C 3.913 -1.755 2.441
O -2.515 -1.639 0.094
O 2.491 2.210 -1.892
H -2.191 -2.745 -3.434
C 3.210 -1.242 0.066
H 4.411 0.837 -1.087
H -2.908 -2.295 -2.164
H -2.730 -0.976 -3.670
H 1.661 4.522 -0.500
H -0.710 4.021 -0.687
H -1.914 1.938 3.260
C -0.047 -2.604 -1.743
H 4.844 0.143 2.510
H -3.372 1.512 3.834
C -4.200 -0.012 1.678
H 3.004 -1.199 -1.181
H 5.217 1.363 0.408
H 0.937 3.338 0.872
C 1.257 3.530 -0.295
C -0.080 -1.132 -3.666
H -4.142 -1.069 1.318
H -4.496 0.771 1.007
C -1.883 -0.345 -0.116
H -1.502 2.631 1.059
C -0.717 1.941 -0.845
C 4.246 1.258 -0.001
C -0.025 3.412 -1.059
N 3.091 1.843 0.210
C 4.226 -0.530 2.170
C -2.752 0.157 1.910
H -3.346 2.360 2.303
C 3.185 -2.607 0.607
H -4.738 -0.234 2.744
C -1.057 -0.438 -1.335
C -2.787 1.709 3.117
C -0.893 -1.451 -2.289
H 2.881 2.110 1.201
C -2.066 -0.756 3.002
C -1.505 1.611 0.614
H 0.006 -2.021 -4.127
H -2.595 -0.897 3.833
H -0.930 -0.499 3.129
H 0.958 -0.953 -3.186
H 0.048 0.837 -2.480
C 3.962 -0.289 0.397
H -0.762 -3.064 -0.664
N 3.269 -2.643 1.811
```

Calculated values
HOMO energy (eV): -7.722
ΔE to the lowest compared entry with this formula, charge and spin (kJ/mol): 2335.5
E (Ha): -1154.8030
Kohn-Sham gap (eV): 8.290

Entry 6:
Below is the molecule C23H32N2O6 at a distorted geometry, with properties calculated with wB97M-V/def2-TZVPD.

Structure (XYZ):
```
63
Properties=species:S:1:pos:R:3
O 0.300 0.494 5.798
H 2.506 -1.832 -6.345
C -1.830 -0.194 5.514
C -1.413 0.709 0.636
H -0.678 3.351 1.648
H 0.067 -1.978 -2.339
H -0.809 0.962 -3.270
H -3.016 1.890 -0.202
O -1.700 0.054 6.855
C 0.925 2.216 -2.913
C -0.464 -0.089 3.521
N 2.784 -2.255 -4.332
N 1.999 -2.327 -1.621
C 3.257 -1.678 -5.571
H 1.148 3.169 -2.441
H 1.631 -0.595 -3.675
C 1.012 -2.403 -2.669
H 3.461 -0.599 -5.489
H -1.534 3.504 -0.452
H 4.174 -2.184 -5.870
O 2.728 -1.810 0.446
O 0.256 -0.068 -0.987
H -3.856 -0.848 5.309
C -1.453 -0.679 1.297
O -0.950 1.825 -1.397
C 3.273 -2.879 -2.028
C -0.366 0.478 7.041
C -2.743 1.465 0.766
C 1.858 -1.766 -0.405
H 0.148 -0.215 7.727
C -1.006 0.557 -0.835
C -1.702 3.705 1.465
C -1.574 -0.533 2.794
H 3.147 -3.941 -2.260
C 1.525 -1.669 -3.909
C 3.769 -2.141 -3.270
H 3.966 -1.085 -3.011
C -2.771 -0.803 3.438
H 0.860 -3.459 -2.923
H 1.184 2.272 -3.967
C -2.923 -0.637 4.814
H 0.480 0.106 3.039
H 1.521 1.445 -2.431
C -0.617 0.073 4.873
H 0.108 -2.243 1.555
H 3.972 -2.764 -1.199
O -1.819 4.201 0.157
H -3.708 3.035 1.842
H -0.359 1.489 7.478
H -2.471 2.192 2.784
H -3.531 0.765 1.047
C -0.558 1.902 -2.763
H -3.616 -1.154 2.866
C 0.546 -1.084 -0.116
H -1.752 -0.066 -1.378
H 4.702 -2.593 -3.613
H -1.881 4.557 2.127
H -1.158 2.709 -3.194
C -2.711 2.594 1.798
C -0.202 -1.425 0.928
H -2.328 -1.229 0.925
H -0.611 1.283 1.108
H 0.801 -1.777 -4.721
```

Calculated values
HOMO energy (eV): -8.127
ΔE to the lowest compared entry with this formula, charge and spin (kJ/mol): 285.6
E (Ha): -1456.5453
Kohn-Sham gap (eV): 8.794

E of number 5 (C23H32N2O2)? -1154.8030 Ha

Look up the E of the fifth one. -1154.8030 Ha

Among the records above, which one has the lowest E? C23H32F30N7O21S10